24
Properties=species:S:1:pos:R:3:forces:R:3 method="wB97M-V/def2-TZVPD" e_tot_ev=-13542.032 de_lowest_kcal_mol=63.9 orbital_gap_ev=8.8 total_charge=0 e_homo_ha=-0.2879 smiles="C=NCc1ccccc1/N=C/C"
C -0.30355 1.19327 2.75193 -0.086 -1.657 -0.738
N 0.39027 0.18098 2.40123 0.509 1.185 0.354
C -0.02134 -1.07579 1.71810 -0.032 1.715 -0.161
C -0.81140 -0.61617 0.50208 -0.507 -0.022 0.981
C -2.21169 -0.45421 0.62448 2.350 -2.430 1.714
C -2.85139 0.14515 -0.37951 -3.036 0.427 0.414
C -2.24128 0.61658 -1.48821 -0.555 0.781 0.277
C -0.91600 0.52119 -1.63226 2.852 0.047 -1.021
C -0.15591 -0.07833 -0.60470 -0.110 -0.024 -0.304
N 1.16442 -0.38555 -0.83663 -0.370 -1.021 -0.358
C 2.22918 0.19436 -1.14808 -1.858 1.088 1.354
C 3.27723 -0.63074 -1.68192 3.858 -0.510 -1.001
H 0.19175 2.07891 3.07092 0.912 0.475 0.568
H -1.38397 1.37973 2.75071 -0.255 -0.761 -0.449
H -0.57445 -1.65437 2.42860 -0.730 -0.541 0.178
H 0.90221 -1.61995 1.49513 -0.239 0.198 -0.209
H -2.65250 -1.01905 1.47635 -0.103 0.998 -0.648
H -3.91046 0.36564 -0.35112 -0.208 -0.384 0.370
H -2.92636 1.20274 -2.01414 -0.284 0.718 -1.935
H -0.36796 0.84803 -2.54592 -0.562 -0.125 0.826
H 2.37848 1.28914 -0.95246 0.029 -0.627 -0.527
H 3.10999 -1.73727 -1.67581 -0.167 1.130 0.452
H 4.27673 -0.36163 -1.13037 -1.562 -0.657 -1.218
H 3.40800 -0.38267 -2.77842 0.154 -0.004 1.079